Entry P
This record from the Open Molecules 2025 dataset describes a molecular structure, C19H15Br2N5O4STi. The level of theory is ωB97M-V/def2-TZVPD.

Calculated values
HOMO energy   -8.13 eV

Each line ends with the natural charge from an NBO analysis.
Geometry (Å):
Ti 0.689 0.556 1.398  1.571
N 4.421 1.301 -0.786  -0.792
C 3.205 0.902 -0.328  0.323
S 1.972 2.137 -0.141  -0.278
N 3.070 -0.387 -0.177  -0.427
N 1.849 -0.758 0.387  -0.305
C 1.465 -1.964 0.207  0.184
C 0.295 -2.577 0.834  -0.211
C -0.104 -3.837 0.375  -0.138
C -1.164 -4.507 0.949  -0.251
C -1.833 -3.921 2.024  -0.161
C -1.446 -2.687 2.509  -0.283
C -0.394 -2.005 1.914  0.423
O -0.010 -0.809 2.402  -0.683
H 4.632 2.282 -0.776  0.402
H 5.179 0.644 -0.718  0.401
H 2.076 -2.578 -0.449  0.208
H 0.439 -4.283 -0.451  0.213
H -1.467 -5.475 0.575  0.220
H -2.658 -4.440 2.495  0.218
H -1.945 -2.228 3.352  0.227
Br -3.478 1.885 0.940  0.057
C -2.674 1.485 -0.727  -0.127
C -3.410 1.834 -1.883  -0.248
C -2.896 1.589 -3.112  -0.061
Br -3.914 2.085 -4.631  0.062
C -1.626 0.969 -3.261  -0.131
C -1.013 0.701 -4.508  -0.146
C 0.203 0.097 -4.544  -0.249
C 0.814 -0.270 -3.324  0.067
N 0.285 -0.039 -2.155  -0.416
C -0.915 0.597 -2.100  0.193
C -1.448 0.893 -0.802  0.290
O -0.734 0.580 0.280  -0.681
H -4.378 2.300 -1.776  0.242
H -1.522 0.984 -5.420  0.232
H 0.698 -0.110 -5.484  0.223
H 1.778 -0.772 -3.326  0.196
N -0.108 2.410 2.384  -0.809
C 0.371 2.313 3.784  -0.348
C 1.747 1.661 3.794  0.789
O 2.486 1.742 4.733  -0.567
O 1.993 1.005 2.659  -0.701
H 0.409 3.146 1.909  0.410
H -1.097 2.626 2.326  0.412
H -0.298 1.658 4.341  0.231
H 0.452 3.263 4.306  0.223

---

Entry Q
This record from the Open Molecules 2025 dataset describes a molecular structure, C19H15Br2N5O4STi. The level of theory is ωB97M-V/def2-TZVPD.

Calculated values
HOMO energy   -8.14 eV

Each line ends with the natural charge from an NBO analysis.
Geometry (Å):
Ti 0.234 0.253 -0.212  1.575
N 4.082 2.640 -0.447  -0.794
C 2.920 1.985 -0.174  0.293
S 2.432 0.756 -1.301  -0.229
N 2.339 2.257 0.952  -0.422
N 1.214 1.483 1.202  -0.319
C 0.873 1.476 2.445  0.192
C -0.281 0.850 3.041  -0.221
C -0.408 0.884 4.436  -0.130
C -1.517 0.358 5.062  -0.257
C -2.537 -0.195 4.289  -0.158
C -2.446 -0.230 2.911  -0.287
C -1.312 0.277 2.278  0.437
O -1.214 0.254 0.955  -0.675
H 4.403 2.639 -1.398  0.399
H 4.279 3.456 0.109  0.399
H 1.529 2.024 3.116  0.207
H 0.387 1.331 5.021  0.213
H -1.600 0.383 6.139  0.219
H -3.417 -0.602 4.771  0.217
H -3.232 -0.652 2.301  0.228
Br -2.303 3.999 -2.478  0.094
C -2.115 2.218 -3.050  -0.171
C -2.809 1.781 -4.197  -0.219
C -2.696 0.498 -4.647  -0.116
Br -3.652 -0.032 -6.192  0.066
C -1.884 -0.440 -3.960  -0.045
C -1.704 -1.799 -4.294  -0.109
C -0.919 -2.594 -3.504  -0.264
C -0.301 -2.055 -2.364  0.108
N -0.435 -0.784 -2.041  -0.471
C -1.206 0.022 -2.822  0.099
C -1.292 1.364 -2.355  0.372
O -0.602 1.643 -1.277  -0.678
H -3.439 2.486 -4.720  0.245
H -2.199 -2.200 -5.168  0.235
H -0.774 -3.640 -3.732  0.235
H 0.288 -2.673 -1.697  0.255
N 2.903 -1.228 2.175  -0.834
C 2.555 -2.549 1.679  -0.327
C 1.434 -2.537 0.654  0.819
O 1.049 -3.554 0.124  -0.615
O 0.911 -1.354 0.419  -0.715
H 3.207 -0.630 1.414  0.369
H 3.670 -1.295 2.832  0.363
H 2.211 -3.173 2.506  0.221
H 3.375 -3.098 1.200  0.198

---

The relative energies come out as entry P 9.6; entry Q 0.0, with values in kcal/mol.

---

Entry P
This record from the Open Molecules 2025 dataset describes a molecular structure, C3H11NO4. The level of theory is ωB97M-V/def2-TZVPD.

Calculated values
HOMO energy   -9.33 eV

Each line ends with the natural charge from an NBO analysis.
Geometry (Å):
C 1.636 0.965 0.202  -0.259
N 0.888 0.425 -1.034  -0.368
C 0.149 -0.944 -0.597  0.434
O 0.893 -1.940 -0.680  -0.350
O -0.391 -0.720 0.653  -0.673
C 2.468 -0.053 0.944  -0.647
H 2.276 1.819 -0.087  0.229
H 0.767 1.399 0.674  0.235
H 1.677 0.149 -1.630  0.362
H -0.726 -0.835 -1.327  0.339
H 3.020 -0.746 0.300  0.224
H 1.832 -0.697 1.564  0.246
H 3.191 0.391 1.639  0.229
H -1.323 -0.441 0.737  0.554
H -2.354 1.111 0.174  0.467
O -2.809 0.727 1.201  -1.042
H -2.879 0.906 -1.391  0.460
H -3.325 1.364 1.704  0.465
O -2.029 0.991 -0.961  -0.904

---

Entry Q
This record from the Open Molecules 2025 dataset describes 3 unconnected molecules or ions with the total composition C3H11NO4. The level of theory is ωB97M-V/def2-TZVPD.

Calculated values
SMILES   O=CNCCO.O.O
HOMO energy   -10.03 eV

Each line ends with the natural charge from an NBO analysis.
Geometry (Å):
O 1.293 -0.022 -1.890  -0.643
C 1.491 -0.104 -0.688  0.547
N 0.689 0.461 0.283  -0.628
C 0.959 0.343 1.702  -0.246
C 0.203 -0.804 2.338  -0.087
O 0.548 -2.047 1.665  -0.740
H 2.414 -0.444 -0.189  0.110
H -0.175 0.413 -0.281  0.423
H 0.569 1.252 2.187  0.212
H 2.045 0.411 1.794  0.218
H -0.875 -0.676 2.280  0.185
H 0.557 -1.087 3.336  0.201
H -0.012 -2.224 0.906  0.471
O -1.140 0.065 -3.180  -0.966
H -0.834 0.585 -3.941  0.477
H -0.406 0.337 -2.557  0.492
O -2.237 1.159 -0.958  -1.005
H -2.013 0.754 -1.817  0.500
H -3.075 1.628 -0.989  0.480

---

The relative energies come out as entry P 163.5; entry Q 0.0, with values in kcal/mol.

---

Entry P
This record from the Open Molecules 2025 dataset describes 4 unconnected molecules or ions with the total composition C3H11NO4. The level of theory is ωB97M-V/def2-TZVPD.

Calculated values
HOMO energy   -8.46 eV

Each line ends with the natural charge from an NBO analysis.
Geometry (Å):
C 2.069 -1.189 -1.070  -0.050
C -1.219 1.812 -0.561  -0.239
O -1.996 2.031 0.593  -0.675
C 2.127 -0.289 0.001  0.475
N 2.624 -0.856 1.229  -0.793
O 1.873 0.934 0.059  -0.462
H 2.656 -2.049 -0.861  0.200
H 1.420 -0.996 -1.884  0.245
H -0.280 1.192 -0.348  0.217
H -1.853 1.460 -1.493  0.176
H -0.724 2.779 -0.738  0.184
H 3.373 -1.519 1.012  0.366
H 2.955 -0.059 1.810  0.405
H -2.161 -1.335 -1.545  0.462
H -2.053 -0.889 0.086  0.503
O -1.526 -1.096 -0.802  -0.979
H -2.307 1.222 1.023  0.508
H -2.371 -0.766 2.175  0.450
O -2.606 -0.385 1.314  -0.993

---

Entry Q
This record from the Open Molecules 2025 dataset describes 3 unconnected molecules or ions with the total composition C3H11NO4. The level of theory is ωB97M-V/def2-TZVPD.

Calculated values
SMILES   CNCC(=O)O.O.O
HOMO energy   -9.24 eV

Each line ends with the natural charge from an NBO analysis.
Geometry (Å):
C -1.109 -0.306 -1.694  -0.419
N -0.142 -0.008 -0.634  -0.662
C -0.032 -1.024 0.379  -0.332
C 0.700 -0.494 1.577  0.801
O 1.752 0.095 1.466  -0.626
O 0.141 -0.769 2.747  -0.676
H -1.242 0.597 -2.263  0.205
H -2.083 -0.521 -1.252  0.201
H -0.815 -1.135 -2.348  0.170
H 0.706 0.299 -1.108  0.405
H 0.535 -1.896 0.017  0.194
H -1.018 -1.426 0.603  0.219
H 0.558 -0.341 3.508  0.506
O 2.682 0.868 -1.213  -0.944
H 2.474 1.332 -0.391  0.487
H 2.886 -0.016 -0.889  0.473
O -2.347 1.741 0.432  -0.948
H -1.560 1.804 -0.120  0.482
H -2.087 1.199 1.181  0.463

---

The relative energies come out as entry P 178.9; entry Q 0.0, with values in kcal/mol.

---

Entry P
This record from the Open Molecules 2025 dataset describes 3 unconnected molecules or ions with the total composition C2H7NO2S. The level of theory is ωB97M-V/def2-TZVPD.

Calculated values
HOMO energy   -9.90 eV

Each line ends with the natural charge from an NBO analysis.
Geometry (Å):
C -1.587 0.617 -0.006  -0.758
C 4.097 2.338 -0.280  -0.039
N 4.830 2.083 0.681  -0.593
O -3.714 -4.356 0.503  -0.949
O -3.477 -1.068 -0.195  -0.922
S -3.130 0.228 0.350  1.207
H -1.105 0.044 -0.896  0.249
H -1.332 1.624 0.161  0.225
H 3.723 1.739 -1.153  0.145
H 3.651 3.243 -0.070  0.155
H 5.384 1.291 0.732  0.333
H -3.408 -4.379 -0.454  0.468
H -3.932 -3.404 0.628  0.481

---

Entry Q
This record from the Open Molecules 2025 dataset describes 2 unconnected molecules or ions with the total composition C2H7NO2S. The level of theory is ωB97M-V/def2-TZVPD.

Calculated values
HOMO energy (spin up / spin down)   -8.06 / -8.89 eV

Each line ends with the natural charge from an NBO analysis.
Geometry (Å):
C 0.695 -0.622 -0.251  -0.317
C 0.574 0.502 -1.247  -0.289
N 0.996 0.257 -2.620  -0.846
O -1.286 -1.383 3.120  -0.820
O -2.065 1.044 2.635  -0.867
S -2.334 -0.590 2.420  1.190
H 0.541 -0.585 0.870  0.183
H 1.124 -1.507 -0.554  0.155
H -0.557 0.866 -1.312  0.185
H 1.046 1.304 -0.826  0.203
H 1.906 0.464 -2.991  0.373
H -1.469 1.054 3.461  0.499
H 0.830 -0.803 -2.706  0.349

---

The relative energies come out as entry P 0.0; entry Q 18.4, with values in kcal/mol.

---

Entry P
This record from the Open Molecules 2025 dataset describes 2 unconnected molecules or ions with the total composition C2H7NO2S. The level of theory is ωB97M-V/def2-TZVPD.

Calculated values
SMILES   NC(=O)CS.O
HOMO energy   -9.51 eV

Each line ends with the natural charge from an NBO analysis.
Geometry (Å):
N -0.111 -0.239 -0.779  -0.798
C 0.612 -1.040 -0.060  0.640
O 0.086 -1.926 0.602  -0.628
C 2.134 -0.871 0.129  -0.623
S 2.779 0.820 0.367  -0.037
H 0.369 0.450 -1.365  0.399
H -1.090 -0.474 -0.965  0.415
H 2.390 -1.479 1.018  0.257
H 2.639 -1.324 -0.746  0.244
H 3.646 0.836 -0.668  0.129
O -4.830 1.786 1.022  -0.938
H -4.312 2.496 0.581  0.469
H -4.311 0.965 0.864  0.470

---

Entry Q
This record from the Open Molecules 2025 dataset describes 2 unconnected molecules or ions with the total composition C2H7NO2S. The level of theory is ωB97M-V/def2-TZVPD.

Calculated values
SMILES   OC(O)=S.CN
HOMO energy   -8.61 eV

Each line ends with the natural charge from an NBO analysis.
Geometry (Å):
O -1.481 -0.250 0.686  -0.715
C -2.433 0.161 -0.184  0.497
O -2.860 1.331 0.131  -0.657
S -2.888 -0.598 -1.542  -0.196
H -0.781 -0.808 0.266  0.532
H -2.590 1.769 0.919  0.506
C 2.087 0.296 -0.038  -0.432
N 1.210 -0.882 0.143  -0.868
H 2.123 1.227 0.613  0.211
H 3.138 -0.109 -0.131  0.182
H 1.720 0.830 -0.967  0.203
H 1.710 -1.544 0.786  0.363
H 1.043 -1.422 -0.683  0.373

---

The relative energies come out as entry P 0.0; entry Q 21.8, with values in kcal/mol.

---

Entry P
This record from the Open Molecules 2025 dataset describes 2 unconnected molecules or ions with the total composition C7H11N2O2. The level of theory is ωB97M-V/def2-TZVPD.

Calculated values
Total charge   -1
HOMO energy   -4.27 eV

Each line ends with the natural charge from an NBO analysis.
Geometry (Å):
C 2.997 0.195 -0.289  -0.631
C 1.988 0.835 0.596  0.067
C 0.919 1.571 0.185  -0.089
C 0.858 1.259 2.344  0.180
N 1.939 0.637 1.945  -0.495
N 0.239 1.879 1.326  -0.510
H 3.305 0.781 -1.149  0.199
H 2.618 -0.749 -0.711  0.210
H 0.620 1.847 -0.807  0.208
H 0.353 1.191 3.297  0.181
H -0.707 2.232 1.259  0.449
H 3.852 -0.180 0.282  0.213
C -2.498 -1.059 -0.925  -0.520
C -1.479 -2.027 -1.528  -0.611
C -1.808 -0.088 0.119  0.775
O -0.870 -0.549 0.786  -0.771
O -2.302 1.072 0.150  -0.832
H -3.018 -0.434 -1.649  0.193
H -3.246 -1.570 -0.325  0.190
H -0.766 -1.502 -2.160  0.194
H -2.001 -2.829 -2.057  0.173
H -0.991 -2.513 -0.690  0.227

---

Entry Q
This record from the Open Molecules 2025 dataset describes a gas-phase ion, C7H11N2O2 (charge -1). The level of theory is ωB97M-V/def2-TZVPD.

Calculated values
SMILES   C[C@H]1N=NC(C)(C)[C@@H]1C(=O)[O-]
Total charge   -1
HOMO energy   -4.39 eV

Each line ends with the natural charge from an NBO analysis.
Geometry (Å):
C -0.338 -2.723 0.543  -0.595
C -0.137 -1.428 -0.464  -0.093
N -1.347 -1.040 -0.892  -0.153
N -1.617 0.155 -0.729  -0.154
C -0.450 0.923 -0.230  0.075
C 0.053 1.929 -1.319  -0.623
C -0.950 1.709 1.077  -0.595
C 0.512 -0.231 0.165  -0.394
C 2.040 -0.178 0.070  0.772
O 2.592 0.886 0.501  -0.801
O 2.536 -1.208 -0.361  -0.759
H -0.764 -2.519 1.465  0.193
H 0.649 -3.126 0.578  0.227
H -0.959 -3.423 0.016  0.196
H 0.450 -1.662 -1.381  0.240
H -0.738 2.246 -2.028  0.206
H 0.972 1.452 -1.723  0.239
H 0.279 2.833 -0.750  0.210
H -0.896 1.090 1.957  0.199
H -2.014 2.143 1.068  0.194
H -0.296 2.488 1.216  0.205
H 0.424 -0.315 1.223  0.211

---

The relative energies come out as entry P 0.0; entry Q 45.9, with values in kcal/mol.